[1]
Formula: C18H42AuN6O3P2S2
Source: the Open Molecules 2025 dataset
Level of theory: the ωB97M-V functional and the def2-TZVPD basis

```
74
Properties=species:S:1:pos:R:3:forces:R:3:mulliken_charge:R:1
Au -1.29475 0.33302 1.02833 -0.144 0.221 -0.075 0.47
C 4.19815 -0.30039 -1.80404 -0.024 0.051 -0.021 -0.97
N 2.86082 0.10794 -1.38484 0.142 0.203 -0.171 0.39
C 2.10720 0.80771 -2.42446 0.046 -0.055 -0.008 -0.79
P 2.03859 -0.71627 -0.24229 -0.308 0.112 0.250 -0.78
O 0.89482 0.10402 0.24453 -0.141 -0.222 -0.148 0.70
O 1.59168 -2.09768 -0.95353 0.073 0.049 -0.186 -0.34
P 0.09827 -2.73204 -0.85540 -0.275 0.180 0.497 0.40
O -0.54550 -2.25908 0.39152 -0.041 -0.292 -0.281 -0.81
N 0.42351 -4.32778 -1.03099 0.020 -0.330 0.120 0.18
C -0.76496 -5.19823 -1.07898 0.096 0.055 -0.061 -1.00
C 1.47969 -4.91137 -0.19631 -0.043 -0.027 -0.097 -0.81
N -0.71407 -2.31786 -2.20895 0.015 0.166 -0.299 0.27
C -1.65965 -1.20424 -2.19371 -0.003 -0.089 -0.042 -0.52
C -0.08198 -2.53193 -3.51343 -0.107 -0.024 0.056 -0.87
N 3.06234 -1.18906 0.92420 0.019 -0.104 0.306 0.53
C 2.99808 -0.56818 2.24900 0.120 -0.073 -0.061 -0.62
C 3.85228 -2.41355 0.87076 0.048 0.080 0.009 -1.18
H 4.71967 0.56681 -2.20959 -0.010 0.005 -0.012 0.39
H 4.16076 -1.07405 -2.57823 0.014 -0.003 0.005 0.30
H 4.77444 -0.66521 -0.95813 -0.033 -0.006 0.039 0.26
H 2.57492 1.77213 -2.62663 0.035 0.006 -0.014 0.38
H 1.08529 0.98668 -2.09780 -0.014 -0.010 0.047 0.00
H 2.08938 0.23281 -3.35522 -0.017 -0.013 -0.010 0.31
H -1.52951 -4.76438 -1.71871 0.006 0.043 0.008 0.35
H -1.18056 -5.35729 -0.08058 -0.026 -0.010 0.006 0.31
H -0.47030 -6.15945 -1.49755 0.006 -0.011 0.001 0.36
H 2.40764 -4.36425 -0.31598 -0.024 0.024 -0.017 0.04
H 1.64931 -5.93427 -0.52861 -0.008 -0.017 -0.009 0.45
H 1.20129 -4.93341 0.86160 0.000 -0.001 0.024 0.32
H -2.20543 -1.18110 -1.25481 0.040 -0.032 0.006 -0.01
H -2.37936 -1.34812 -3.00041 0.003 -0.006 -0.015 0.40
H -1.16316 -0.23966 -2.34760 0.015 0.022 0.010 0.15
H 0.56249 -3.40715 -3.48885 0.005 -0.003 0.060 0.31
H 0.51031 -1.66256 -3.81371 0.009 0.017 -0.017 0.18
H -0.85741 -2.69708 -4.26179 -0.001 0.004 -0.007 0.36
H 2.42435 0.35033 2.21278 -0.061 0.043 -0.050 -0.10
H 4.00574 -0.33589 2.59573 0.026 -0.004 -0.007 0.32
H 2.52649 -1.24528 2.96464 -0.002 -0.018 0.010 0.32
H 3.85325 -2.83372 -0.13134 0.007 0.036 -0.017 0.40
H 3.45868 -3.16097 1.56419 -0.016 0.001 0.004 0.31
H 4.88649 -2.19837 1.14635 0.006 0.014 0.026 0.40
C -5.84373 1.49739 1.38192 -0.022 -0.077 0.477 -1.74
C -4.53255 0.76343 1.32052 -0.185 -0.535 0.432 0.77
S -3.15595 1.72166 1.32913 0.074 0.074 -0.727 -0.37
C -4.45883 -0.63658 1.27752 -0.277 0.796 -0.362 0.66
C -5.69397 -1.49254 1.17386 0.117 -0.135 -0.263 -1.37
S -2.99203 -1.42509 1.34435 0.761 -0.154 0.523 -0.17
H -5.69264 2.57188 1.45246 0.016 0.021 -0.050 0.46
H -6.43432 1.17452 2.24091 -0.048 0.024 -0.032 0.38
H -6.42911 1.29710 0.48156 0.086 -0.004 -0.031 0.38
H -6.59999 -0.93245 1.39224 0.033 0.039 0.008 0.39
H -5.63833 -2.33917 1.85687 -0.022 0.043 -0.018 0.37
H -5.78048 -1.89471 0.16220 -0.050 -0.004 -0.024 0.29
C 1.34683 2.87661 1.07361 -0.207 -0.007 0.162 0.25
C 1.80750 4.34412 0.90327 -0.043 0.095 -0.052 -0.98
N 0.67887 5.26065 1.06903 -0.080 -0.229 -0.027 -0.13
C -0.26949 5.01704 -0.02081 -0.025 0.063 0.090 -0.89
C -0.63381 3.51307 -0.10438 0.080 -0.139 0.129 -0.22
N -0.13567 2.80418 1.09615 0.106 0.093 0.083 0.56
C -0.58815 3.52879 2.30942 -0.002 0.023 -0.090 -0.40
C 0.01764 4.95527 2.33972 0.072 0.024 -0.031 -0.83
H 1.69973 2.46504 2.02106 0.008 -0.030 -0.011 0.13
H 1.71363 2.24390 0.27477 0.031 -0.058 -0.084 -0.37
H 2.22538 4.50644 -0.09234 0.009 0.003 0.005 0.35
H 2.58316 4.59537 1.62746 -0.008 0.014 0.023 0.36
H 0.16963 5.36366 -0.95703 0.011 -0.004 -0.004 0.40
H -1.16000 5.61895 0.16681 0.008 0.020 -0.001 0.28
H -0.17081 3.03320 -0.96976 -0.008 0.004 -0.013 0.12
H -1.71346 3.37094 -0.18559 0.037 -0.010 0.012 0.30
H -0.28837 2.94186 3.17862 -0.007 0.015 0.020 0.48
H -1.67656 3.57308 2.29849 0.068 0.023 -0.002 0.15
H 0.75466 5.05071 3.13803 0.019 0.018 -0.003 0.24
H -0.75804 5.70011 2.51881 -0.007 0.011 0.003 0.41
```
Forces are in eV/Å.

Output
* net charge: +1
* frontier orbital gap (alpha / beta): 5.068 / 5.066 eV
* largest force on an atom: 0.94 eV Å⁻¹
* E_tot: -2880.0016 hartree

[2]
Formula: C3H5N2O
Source: the Open Molecules 2025 dataset
Level of theory: the ωB97M-V functional and the def2-TZVPD basis

```
11
Properties=species:S:1:pos:R:3:forces:R:3:nbo_charge:R:1
C 0.14196 0.80494 1.30730 -0.901 -0.615 -0.239 0.67
C -0.81924 -0.66060 -0.27409 -1.317 1.468 -0.670 0.08
C 1.31924 0.11685 -1.14245 -0.917 -1.108 -1.085 0.19
N -0.73515 -0.12088 1.12884 0.800 1.026 -2.853 -0.59
N 1.01133 1.36573 0.77467 0.908 0.191 0.583 -0.42
O 0.45666 -0.84626 -0.85978 1.364 -0.559 -0.402 -0.48
H -1.31739 -1.63655 -0.13229 0.431 0.482 -0.609 0.24
H -1.34842 0.01939 -1.09777 0.532 -1.145 2.541 0.24
H 2.03455 -0.42040 -1.86163 -0.303 0.586 1.202 0.16
H -1.07040 -0.58399 1.89564 -1.372 -1.610 2.034 0.44
H 1.37500 2.27412 0.71130 0.775 1.285 -0.503 0.47
```
Forces are in eV/Å.

Output
* net charge: +1
* energy above the lowest of the compared OMol25 structures with the same formula, charge and spin: 614.2 kJ/mol
* frontier orbital gap (alpha / beta): 8.044 / 8.045 eV
* largest force on an atom: 3.14 eV Å⁻¹
* E_tot: -301.5953 hartree

[3]
Formula: CH3IO3P
Source: the Open Molecules 2025 dataset
Level of theory: the ωB97M-V functional and the def2-TZVPD basis

```
9
Properties=species:S:1:pos:R:3:forces:R:3:nbo_charge:R:1
C 1.97088 0.86845 0.30715 -0.039 -0.448 -0.038 0.32
O -0.46086 0.44452 -0.40627 -0.033 0.433 -0.502 -1.16
O -1.11358 -1.57773 1.01482 -0.251 -0.627 0.421 -1.14
O 2.30380 2.01593 0.41579 0.158 0.363 0.045 -0.56
P -1.30107 -0.75209 -0.18752 0.743 0.060 0.174 1.90
I -3.68256 -0.04375 -0.30874 -0.550 0.197 0.027 -0.41
H -1.37211 -1.54020 -1.34362 0.056 -0.102 -0.154 -0.17
H 1.58869 0.27268 1.14624 -0.088 0.051 0.125 0.12
H 2.06682 0.31220 -0.63786 0.003 0.073 -0.099 0.10
```
Forces are in eV/Å.

Output
* net charge: -1
* energy above the lowest of the compared OMol25 structures with the same formula, charge and spin: 108.5 kJ/mol
* frontier orbital gap: 8.511 eV
* largest force on an atom: 0.80 eV Å⁻¹
* E_tot: -904.8094 hartree

[4]
Formula: C14H25ClIN2OP2Pb
Source: the Open Molecules 2025 dataset
Level of theory: the ωB97M-V functional and the def2-TZVPD basis

```
47
Properties=species:S:1:pos:R:3:forces:R:3:nbo_charge:R:1
C -0.49899 -3.35304 1.14175 -2.010 -1.595 -0.672 -0.72
C 0.74640 -2.43900 0.75093 2.358 1.010 9.367 0.79
H -0.11098 -4.08954 1.90486 0.108 0.908 -0.809 0.33
H -0.88326 -3.95169 0.26805 0.429 0.949 0.812 0.29
H -1.38724 -2.79870 1.66799 2.030 -0.248 -1.229 0.32
O 1.45407 -2.11873 1.68307 -3.194 -0.928 -7.524 -0.22
I 0.60914 1.61582 -2.41755 -0.214 -0.137 -0.370 0.26
Pb -3.39338 -0.53484 -0.17213 -0.250 -0.108 -0.560 1.35
P -1.96094 0.53947 2.33673 0.007 -1.426 0.738 0.74
C -0.92234 1.57085 3.45728 0.090 -0.476 0.155 -0.90
C -3.29167 1.68879 2.04783 -0.850 0.613 -0.145 -0.98
H -3.84059 1.99929 2.93067 0.021 -0.008 0.295 0.29
H -3.36113 -0.55242 4.21295 0.589 -0.246 -0.872 0.29
H -4.05941 1.37380 1.34009 -0.262 -0.121 0.032 0.20
H -3.46553 -1.46490 2.64075 0.494 0.594 0.562 0.22
H -0.57309 2.41666 2.86101 -0.103 0.003 0.169 0.25
H -2.86950 2.57251 1.58652 0.173 0.378 -0.040 0.26
C -2.77051 -0.87784 3.31251 0.125 -0.045 0.274 -0.94
H -1.48780 1.91879 4.34105 0.133 -0.152 -0.495 0.27
H -1.98441 -1.61238 3.64976 -0.696 0.810 -0.238 0.25
H -0.03678 1.02474 3.79698 -0.179 0.034 -0.069 0.26
P 0.51997 -1.78179 -2.31685 2.278 -0.136 -0.024 1.07
C 2.31063 -1.36586 -2.44814 -0.582 0.365 0.332 -0.94
C 0.64399 -3.60373 -2.14415 -0.800 0.377 0.430 -0.93
H -1.04010 -1.81395 -4.07036 -0.227 0.007 -0.402 0.27
H 0.58751 -2.18068 -4.64776 0.444 -0.529 -0.393 0.28
H 0.14391 -0.51189 -4.26064 -0.024 0.221 -0.316 0.27
C 0.01009 -1.54955 -4.00492 -1.326 0.379 0.376 -0.97
H -0.37786 -4.01393 -2.14364 0.480 -0.244 -0.063 0.27
H 1.20751 -3.91697 -3.03308 -0.129 -0.193 0.257 0.29
H 2.66831 -1.95840 -3.29932 0.229 0.152 0.232 0.27
H 2.83473 -1.62490 -1.51844 0.082 0.109 -0.385 0.25
H 1.17307 -3.85982 -1.21175 -0.087 -0.150 -0.518 0.23
H 2.36731 -0.28139 -2.66130 0.463 -0.865 0.047 0.24
Cl -4.19966 -2.75536 -0.76995 0.486 0.302 0.355 -0.58
N 3.49176 5.85643 -1.89499 -0.129 -1.902 1.901 -0.11
C 3.26002 4.96572 -1.16807 0.741 2.474 -2.869 0.19
C 2.59916 3.86012 -0.60016 2.263 -2.505 0.488 -0.10
C 1.37385 4.05913 -0.11271 -2.953 -0.699 0.652 -0.16
C 0.65621 2.93505 0.39940 2.638 1.616 -0.583 0.11
N 1.25705 1.79590 0.55311 -3.610 -1.921 1.591 -0.47
C 2.34990 1.48922 -0.04948 2.659 0.895 -1.380 0.04
C 3.12964 2.48210 -0.62074 -1.325 3.439 -0.889 -0.10
H 0.85243 4.98086 -0.28811 -0.008 0.464 0.288 0.27
H -0.38515 2.99048 0.47850 -1.438 0.152 0.996 0.20
H 2.71255 0.49964 -0.22333 -0.126 -0.892 0.737 0.21
H 3.94113 2.37591 -1.28424 1.202 -0.723 -0.238 0.26
```
Forces are in eV/Å.

Output
* net charge: +3
* frontier orbital gap (alpha / beta): 4.031 / 4.194 eV
* largest force on an atom: 9.71 eV Å⁻¹
* E_tot: -2365.3250 hartree